Entry 1:
97
Properties=species:S:1:pos:R:3:forces:R:3 method="wB97M-V/def2-TZVPD" total_charge=0 multiplicity=5 total_energy_ev=-130538.9868 e_homo_ev="-6.44 / -6.52" de_lowest_kj_mol=0.0 gap_ev="6.59 / 6.63"
Fe -0.63357 -0.58689 0.16326 -0.053 0.047 0.259
C -4.93808 0.36413 0.91530 -2.210 0.504 1.806
C -3.74833 0.02537 0.36238 2.023 -0.723 -1.185
N -2.59589 -0.07774 1.00077 0.025 0.262 -0.153
C -2.54652 0.28509 2.29905 -0.242 -0.068 0.108
C -3.71251 0.67901 2.95377 -2.133 -0.239 0.493
C -4.96745 0.63244 2.28630 0.831 0.224 -1.665
C -3.70670 1.08611 4.29619 2.369 0.873 0.732
C -2.45647 1.25512 4.90545 -2.807 -0.417 0.159
C -1.30839 0.79612 4.28475 1.967 -0.389 0.401
C -1.29974 0.26409 3.01693 0.546 -0.608 -1.844
N -0.29235 -0.30209 2.24198 0.234 0.337 0.497
C 1.02023 -0.48287 2.61608 -0.639 -0.177 -0.535
C 1.71894 0.06640 3.66080 0.104 1.243 1.084
C 3.03105 -0.32879 3.98968 -0.152 0.178 0.629
C 3.65553 -1.33184 3.32988 0.743 -0.280 -0.216
C 3.03071 -1.87751 2.18635 0.339 -0.415 -0.638
C 3.63242 -2.89343 1.38188 0.069 0.460 0.595
C 3.01389 -3.29373 0.24303 -0.005 -0.250 -0.980
C 1.81091 -2.69844 -0.12689 -1.227 0.709 0.072
N 1.17115 -1.82630 0.63045 0.429 0.144 -0.294
C 1.78643 -1.38528 1.76612 -1.016 -0.399 0.522
H -5.84336 0.39465 0.29814 0.400 0.020 0.311
H -3.67038 -0.19924 -0.69427 -0.199 -0.042 -0.116
H -5.88258 0.93163 2.79081 0.202 -0.130 -0.021
H -4.59710 1.41101 4.79384 -0.394 0.042 0.065
H -2.50146 1.65296 5.91832 0.591 -0.099 -0.169
H -0.35662 0.74524 4.81650 -0.640 0.332 0.068
H 1.32717 0.90402 4.26731 0.105 -0.774 -0.583
H 3.49176 0.16032 4.85297 -0.001 -0.192 -0.352
H 4.65718 -1.67793 3.58359 -0.245 0.098 0.084
H 4.58773 -3.30971 1.68930 -0.081 0.042 -0.040
H 3.39749 -3.98773 -0.49813 0.388 -0.120 0.461
H 1.33125 -2.89906 -1.08775 0.262 -0.210 0.324
C -3.90336 -3.68009 0.90002 -0.999 0.319 -0.373
P -2.13030 -3.38931 0.59192 0.443 -0.272 0.418
C -1.43800 -4.86481 1.44645 -0.123 0.451 0.430
C -2.13793 -4.05149 -1.10548 -0.398 -0.476 -0.928
C -2.65720 -2.97706 -2.08990 0.388 -0.243 0.024
P -1.43821 -1.63891 -2.13539 0.459 0.900 -0.363
C -0.11778 -2.22441 -3.25825 0.363 0.446 0.231
C -2.27311 -0.44958 -3.26186 -0.921 1.271 0.755
H -4.24601 -4.68816 0.63625 0.368 -0.133 0.351
H -4.50580 -3.05474 0.21408 0.322 0.130 0.469
H -4.18906 -3.43046 1.92502 0.008 -0.041 -0.118
H -2.03188 -5.73715 1.19383 0.152 -0.328 -0.201
H -1.55492 -4.71062 2.52514 0.205 -0.001 -0.112
H -0.37359 -4.98432 1.21516 -0.249 -0.082 0.032
H -2.83460 -4.89979 -1.13378 0.189 -0.054 0.043
H -1.14695 -4.46995 -1.40485 -0.542 0.564 0.160
H -3.58852 -2.47916 -1.75419 0.249 -0.571 -0.106
H -2.79176 -3.38261 -3.10154 -0.185 0.074 0.204
H -0.42286 -2.03730 -4.28007 -0.014 -0.043 -0.294
H 0.11560 -3.27529 -3.15190 0.042 -0.290 0.159
H 0.78718 -1.63143 -3.03612 -0.266 -0.251 -0.180
H -2.97823 -0.90796 -3.99447 0.618 0.204 0.502
H -1.54967 0.20798 -3.76237 -0.015 -0.424 0.021
H -2.83777 0.28128 -2.60139 0.345 -0.843 -0.828
O 2.77838 -0.86057 -2.02531 -0.046 0.077 0.100
S 4.20824 -0.44481 -1.97998 0.142 0.282 0.562
C 4.41418 0.84388 -3.18400 1.057 -1.081 -0.515
C 5.36650 0.61867 -4.18829 -0.582 -0.537 0.639
C 5.46506 1.55571 -5.18555 0.601 1.332 -0.707
C 4.72780 2.75087 -5.12917 0.155 -0.686 0.197
C 3.83612 2.93001 -4.08196 -0.301 0.899 -0.808
C 3.63843 1.96625 -3.13960 -0.732 -0.413 1.141
C 4.43966 0.64998 -0.53776 0.220 -0.506 -0.273
C 3.36729 0.97079 0.24888 -1.293 -0.192 0.301
C 3.53561 1.78548 1.37019 -0.234 1.198 0.391
C 4.78806 2.33149 1.67739 0.016 -1.067 -0.068
C 5.88327 1.87653 0.93391 -0.014 0.399 -0.090
C 5.70877 1.07590 -0.20023 0.796 0.211 0.622
H 5.95842 -0.30833 -4.17466 -0.261 0.534 -0.092
H 6.20016 1.46239 -5.98064 -0.149 -0.241 0.049
H 4.83484 3.52137 -5.89102 0.065 -0.245 0.160
H 3.24726 3.82599 -4.02453 -0.145 0.342 -0.063
H 2.87985 2.02585 -2.34396 0.311 0.306 -0.446
H 2.37628 0.57426 -0.03879 0.663 0.357 0.353
H 2.68601 2.10078 2.00424 0.371 -0.472 -0.668
H 4.94958 2.98881 2.54684 -0.229 -0.404 -0.542
H 6.87518 2.17816 1.26696 -0.079 -0.061 -0.364
H 6.58627 0.77316 -0.77004 -0.190 0.010 0.016
O -5.78923 5.04541 -0.85017 -0.481 -0.481 0.781
C -5.11003 4.26683 0.04334 0.651 0.652 -0.972
O -5.63871 3.98112 1.06990 -0.477 -0.290 0.673
C -3.70842 3.83710 -0.30226 -0.658 0.341 0.424
C -2.93246 3.48433 0.80342 -0.447 -0.103 -0.090
C -1.72439 2.85388 0.63311 -0.301 -0.022 0.503
C -1.26355 2.53257 -0.62480 0.510 -0.148 -1.004
S 0.13789 1.48295 -0.90382 -0.231 -0.079 0.024
C -1.94230 3.07415 -1.72583 -0.741 0.098 0.421
C -3.17940 3.70063 -1.58710 0.749 0.045 0.431
H -5.23714 5.31003 -1.57017 0.712 0.178 -0.741
H -3.32526 3.63718 1.80832 0.007 -0.017 -0.297
H -1.22172 2.51557 1.51380 0.530 -0.132 0.268
H -1.54668 2.95779 -2.70716 0.363 -0.208 -0.564
H -3.63143 4.10807 -2.48393 -0.345 -0.169 0.077

Entry 2:
98
Properties=species:S:1:pos:R:3:forces:R:3 method="wB97M-V/def2-TZVPD" total_charge=0 multiplicity=1 total_energy_ev=-110555.3880 e_homo_ev=-7.13 de_lowest_kj_mol=137.3 gap_ev=4.83
Ti 0.43519 0.05292 0.38679 -0.482 0.592 0.258
O 0.67382 -1.95093 0.99018 -0.100 -0.397 -0.158
C -0.42997 -1.72475 0.49691 0.229 -1.047 0.142
C -1.49732 -2.63428 0.16290 -0.577 0.059 -0.042
C -1.60371 -3.94296 0.63256 0.216 0.139 0.025
C -2.70820 -4.69230 0.27695 -0.054 -0.106 -0.007
C -3.69440 -4.13962 -0.53406 0.055 0.039 0.013
C -3.59003 -2.83610 -1.00826 -0.027 -0.003 -0.066
C -2.48624 -2.07254 -0.66960 0.294 0.075 0.352
P -2.12218 -0.34396 -1.17534 -0.092 -0.403 -0.827
C -3.60458 0.06663 -2.17242 -0.009 0.212 0.430
C -3.79471 -0.38956 -3.47454 0.002 -0.006 0.007
C -4.98492 -0.12051 -4.13184 0.008 -0.020 -0.020
C -5.98484 0.60639 -3.49854 -0.025 0.008 -0.019
C -5.79177 1.08093 -2.21027 -0.034 0.026 0.036
C -4.60104 0.81548 -1.54938 0.041 -0.048 -0.035
C -0.93950 -0.65355 -2.55262 0.026 0.040 0.115
C -0.47206 -1.90734 -2.93673 -0.053 0.038 -0.003
C 0.43094 -2.02335 -3.98621 0.072 -0.082 0.011
C 0.86965 -0.89409 -4.65798 0.045 0.012 -0.019
C 0.38076 0.35775 -4.30133 -0.031 0.057 0.008
C -0.51862 0.47759 -3.25750 -0.020 -0.081 0.073
H -0.82862 -4.34620 1.27228 -0.015 -0.018 -0.006
H -2.80728 -5.70907 0.63223 -0.009 0.005 -0.003
H -4.55646 -4.73465 -0.80623 -0.007 -0.001 0.016
H -4.36711 -2.42701 -1.64015 0.001 0.016 -0.017
H -3.01401 -0.95244 -3.97142 -0.041 -0.004 -0.010
H -5.13309 -0.48183 -5.14133 0.000 0.009 0.004
H -6.91459 0.80698 -4.01510 0.011 0.013 0.000
H -6.56545 1.65822 -1.72092 0.006 0.001 -0.005
H -4.43480 1.18781 -0.54441 -0.055 0.010 0.004
H -0.81966 -2.80357 -2.43778 0.042 0.003 0.021
H 0.79896 -3.00009 -4.27463 -0.008 0.012 0.006
H 1.58547 -0.99046 -5.46423 -0.009 0.001 0.006
H 0.70373 1.24197 -4.83705 0.005 -0.017 -0.004
H -0.90664 1.44733 -2.97171 0.080 0.042 -0.021
C 1.59885 4.53630 -2.20311 -0.010 -0.009 0.021
C 0.30310 4.37951 -1.39326 0.033 0.113 -0.032
C -0.90856 4.62727 -2.30237 0.006 -0.048 0.032
C 0.28948 5.37729 -0.22658 -0.006 -0.029 0.004
C 0.24811 3.01387 -0.85640 -0.085 -0.007 0.016
C 0.20923 1.88116 -0.41391 0.282 0.832 -0.449
H 1.66528 5.54525 -2.61410 -0.015 0.004 -0.001
H 1.62209 3.82565 -3.03176 0.020 0.004 0.005
H 2.47269 4.36616 -1.57183 -0.003 -0.005 -0.009
H -0.89362 5.65540 -2.66821 0.003 0.002 -0.008
H -1.83893 4.46587 -1.75626 -0.007 0.008 -0.012
H -0.89184 3.95706 -3.16369 -0.015 0.002 0.001
H 0.36377 6.39914 -0.60342 -0.006 -0.009 -0.025
H 1.12704 5.19434 0.44729 -0.007 0.001 0.004
H -0.63743 5.28557 0.34117 0.012 0.011 0.017
C -2.33565 -0.53711 2.82385 0.270 0.245 0.073
Si -1.27609 1.03118 2.92834 -1.315 0.145 -0.078
C -2.12734 2.32280 1.84366 0.159 -0.172 0.305
C -1.37192 1.62420 4.71576 0.446 -0.107 -0.224
N 0.27705 0.64959 2.20615 -0.082 -0.230 -0.377
C 1.55093 0.77239 2.74975 0.798 0.072 0.319
C 2.63626 0.30736 1.98919 -0.518 0.087 0.181
C 3.94271 0.40761 2.42700 0.152 -0.032 -0.165
C 4.21892 0.97941 3.65871 -0.082 0.001 -0.033
C 3.16146 1.44250 4.43023 0.117 -0.004 -0.006
C 1.85260 1.34424 3.99157 -0.253 0.036 -0.054
H -3.23325 -0.43539 3.43764 -0.003 0.046 -0.003
H -1.79652 -1.42249 3.17014 -0.014 -0.008 -0.014
H -2.66264 -0.70525 1.79609 -0.021 -0.063 0.000
H -3.12744 2.54261 2.22776 0.014 -0.045 0.054
H -2.22289 1.95267 0.82352 -0.004 0.055 -0.063
H -1.56210 3.25589 1.80764 0.021 -0.010 -0.030
H -2.42664 1.74148 4.97119 -0.044 -0.041 -0.114
H -0.88837 2.59127 4.86305 -0.019 -0.009 0.032
H -0.93959 0.90425 5.41330 -0.003 0.037 0.028
H 2.44165 -0.19299 1.04134 0.537 -0.128 0.103
H 4.74298 0.02708 1.80436 -0.004 -0.002 0.018
H 5.23800 1.05332 4.01061 0.000 0.011 0.011
H 3.36064 1.89524 5.39334 -0.025 -0.022 0.011
H 1.05464 1.71119 4.61960 0.069 0.020 -0.021
O 8.72360 -5.02226 -3.66734 0.028 0.135 0.003
S 7.35704 -4.62810 -3.91524 -0.013 0.239 -0.271
O 6.37177 -5.26774 -3.06763 -0.038 0.075 0.075
O 6.97210 -4.50353 -5.31359 0.055 -0.123 0.067
C 7.25380 -2.84828 -3.45946 -0.067 -0.487 -0.038
N 8.27346 -2.02323 -3.69816 0.101 0.066 -0.009
C 8.09427 -0.75067 -3.38035 -0.048 -0.073 0.005
C 6.91906 -0.27055 -2.81134 -0.164 0.002 0.101
C 5.89946 -1.20024 -2.65739 0.542 -0.140 -0.322
N 6.07255 -2.47616 -2.99094 -0.204 0.262 0.245
C 4.55356 -0.88767 -2.14426 -0.348 0.022 0.132
C 4.02243 0.39851 -2.07990 0.040 -0.175 -0.024
C 2.75413 0.58113 -1.57233 -0.038 0.113 -0.186
N 1.97728 -0.43070 -1.14247 0.263 0.132 0.468
C 2.47997 -1.67754 -1.25496 -0.052 -0.131 -0.104
C 3.73717 -1.94584 -1.73562 0.061 0.096 -0.128
H 8.92027 -0.08053 -3.59623 0.013 0.008 0.082
H 6.82414 0.75724 -2.48712 0.012 0.018 -0.105
H 4.57908 1.25221 -2.44068 -0.013 0.026 0.050
H 2.31520 1.56642 -1.50988 0.016 0.005 0.060
H 1.83672 -2.49098 -0.95440 0.021 0.009 0.088
H 4.11426 -2.95672 -1.82806 -0.051 -0.007 0.027